Entry 1:
Formula: C31H42As2FeN10O10PS
Source: the OMol25 dataset
Level of theory: ωB97M-V with the def2-TZVPD basis set

- strongest force on any atom (eV/A) = 0.75
- energy relative to the best compared isomer or geometry (same formula, charge and spin) (kJ/mol) = 89.9
- spin multiplicity = 6
- HOMO-LUMO gap (spin up / spin down) (eV) = 7.5 / 6.3
- HOMO level (spin up / spin down) (hartree) = -0.45829 / -0.46940
- net charge = +2
- <S²> = 8.77
- E_tot (eV) = -244380.3153

Geometry as XYZ:
```
98
Properties=species:S:1:pos:R:3:forces:R:3:lowdin_charge:R:1
Fe 1.41938 0.70203 -0.08539 0.750 -0.039 -0.068 0.678
C 2.34858 -0.20326 -5.58956 -0.106 0.060 0.160 -0.016
N 1.62945 -0.26861 -4.31395 0.092 0.105 -0.067 -0.123
C 0.27564 -0.37046 -4.17643 0.066 0.033 -0.072 -0.026
C 0.02299 -0.38250 -2.82964 0.105 0.050 0.003 -0.112
N 1.19694 -0.28713 -2.14332 -0.145 0.241 0.101 0.008
C 2.17580 -0.23024 -3.05464 -0.201 -0.173 -0.054 -0.549
P 3.94901 -0.26704 -2.81623 -0.010 -0.094 -0.048 1.155
C 3.98139 -0.97198 -1.16096 0.182 -0.073 0.266 -0.535
N 3.19814 -0.71672 -0.12114 -0.346 -0.255 0.336 -0.010
C 3.64603 -1.49246 0.91171 -0.081 0.186 -0.051 -0.133
C 4.72947 -2.21640 0.50623 0.104 0.001 -0.110 -0.030
N 4.94150 -1.87677 -0.79942 0.121 -0.132 -0.123 -0.122
C 5.98728 -2.43731 -1.65844 -0.036 0.126 0.054 -0.022
C 3.79468 2.80255 -1.26629 0.080 0.162 -0.028 -0.386
N 3.38818 2.00049 -0.32928 -0.230 -0.064 0.092 0.044
C 4.34738 2.11097 0.65939 -0.020 -0.091 0.045 -0.113
C 5.31331 2.98284 0.27254 0.082 -0.036 0.038 -0.021
N 4.95090 3.42322 -0.98322 0.224 0.290 -0.136 -0.034
C 5.62085 4.44815 -1.78999 -0.120 -0.156 0.097 0.031
H 1.75335 -0.68116 -6.36040 -0.055 -0.056 0.007 0.101
H 2.53367 0.83018 -5.87964 -0.019 0.031 0.046 0.090
H 3.29986 -0.71809 -5.50916 0.052 -0.084 0.038 0.066
H -0.38862 -0.43755 -5.02637 0.114 -0.008 0.102 0.136
H -0.93109 -0.44582 -2.33102 0.043 0.084 -0.015 0.059
H 3.16487 -1.49419 1.87891 0.102 -0.049 -0.204 0.089
H 5.34704 -2.93709 1.02222 -0.062 0.108 -0.092 0.133
H 6.40639 -3.31323 -1.17481 -0.014 -0.029 0.053 0.097
H 5.56987 -2.73363 -2.61657 -0.062 -0.020 -0.010 0.079
H 6.78284 -1.71362 -1.82567 -0.014 0.044 0.036 0.098
H 4.26763 1.55025 1.57736 0.032 0.058 -0.091 0.105
H 6.21482 3.32429 0.75867 -0.129 -0.026 -0.075 0.132
H 5.13209 5.41106 -1.66844 -0.048 0.042 0.049 0.103
H 6.65186 4.52864 -1.46361 0.041 -0.039 0.035 0.100
H 5.60071 4.16864 -2.83836 0.004 -0.071 -0.030 0.097
N 1.45601 0.21873 2.67828 0.451 0.529 -0.279 0.039
N 0.84330 1.22855 3.41596 -0.119 0.309 -0.204 -0.048
C 0.47003 2.39629 2.86019 0.194 -0.346 0.129 -0.835
N -0.17645 3.24081 3.67018 0.006 0.104 0.035 0.117
S 0.78225 2.82662 1.26176 -0.132 -0.381 -0.195 0.732
H 0.93037 -0.63121 2.85434 0.057 0.081 0.106 0.046
H 2.39684 0.09938 3.03313 0.124 0.025 0.064 0.094
H 0.53187 0.99546 4.34310 -0.094 -0.077 0.213 0.146
H -0.27402 3.07315 4.65824 0.026 0.022 0.008 0.122
H -0.38744 4.15906 3.32081 -0.074 0.031 -0.001 0.107
C 0.98145 -3.74272 1.49197 -0.009 -0.005 0.045 0.008
O -0.26470 -3.03741 1.65672 -0.115 -0.238 0.035 -0.001
C -0.32937 -1.79189 1.22748 0.326 0.051 -0.057 -0.524
O 0.59772 -1.28442 0.60789 -0.293 0.182 -0.243 -0.048
C -1.62884 -1.14906 1.50409 0.126 0.093 0.062 -0.298
C -2.26636 -1.30557 2.66457 0.072 -0.117 0.244 -0.288
As -4.22119 -1.06199 2.90881 -0.056 0.183 -0.070 1.307
C -4.51805 -3.01580 2.93761 -0.044 -0.026 0.060 -0.248
C -4.77362 -0.96801 0.99627 -0.138 0.076 -0.090 -0.277
C -3.99852 -0.70188 -0.05906 -0.078 0.124 -0.008 -0.248
As -2.20580 0.13008 0.13547 -0.262 -0.187 -0.202 1.337
C -2.70981 1.62161 1.30796 -0.001 -0.027 -0.064 -0.272
C -4.35728 -0.73437 -1.52538 0.080 0.042 -0.119 -0.552
O -3.95910 0.13734 -2.26685 -0.072 0.054 0.131 0.064
O -4.99656 -1.81934 -1.91249 0.011 -0.124 0.105 -0.025
C -5.42763 -1.89106 -3.28718 0.055 0.022 0.100 -0.001
C -6.28377 -1.14780 0.87684 0.010 -0.209 0.056 -0.512
O -6.92935 -1.32828 -0.11337 0.141 0.151 -0.151 0.152
O -6.83869 -1.03521 2.09609 0.037 0.010 0.090 -0.140
C -8.28148 -1.10608 2.14014 0.069 0.016 -0.016 -0.005
C -1.46395 -1.67401 3.88822 -0.448 -0.322 -0.090 -0.487
O -0.29688 -1.36129 4.02549 -0.090 -0.211 0.157 0.066
O -2.18246 -2.26249 4.82796 0.040 0.029 -0.079 -0.051
C -1.52004 -2.61566 6.06299 0.020 0.003 -0.033 0.011
H 0.73836 -4.79842 1.53853 -0.060 0.004 0.016 0.105
H 1.64929 -3.48269 2.31485 -0.046 0.028 -0.032 0.099
H 1.44607 -3.49362 0.54314 -0.016 0.029 -0.049 0.092
H -4.24106 -3.41654 3.90742 0.007 0.028 0.027 0.023
H -3.92966 -3.48888 2.15504 0.015 -0.028 -0.019 0.045
H -5.57616 -3.20518 2.76258 0.043 0.079 0.024 0.034
H -3.71954 1.51070 1.68922 -0.087 -0.037 0.059 0.012
H -2.65045 2.52696 0.70698 0.042 -0.007 -0.019 0.022
H -2.00907 1.69674 2.13797 0.003 -0.022 -0.050 0.001
H -6.35937 -2.44487 -3.27860 -0.023 -0.034 0.040 0.101
H -4.68062 -2.42449 -3.86954 0.062 -0.012 -0.006 0.096
H -5.57384 -0.89800 -3.69523 -0.015 0.088 0.005 0.094
H -8.54469 -1.15670 3.19054 0.047 0.011 0.027 0.098
H -8.63543 -1.98364 1.60826 0.031 -0.065 -0.018 0.099
H -8.70713 -0.21618 1.68396 0.021 0.033 -0.030 0.103
H -2.29136 -2.64455 6.82141 -0.095 -0.007 0.016 0.102
H -0.76075 -1.88403 6.31216 0.028 0.091 0.009 0.090
H -1.06298 -3.59531 5.95570 0.016 -0.043 -0.054 0.105
O 3.21680 3.08062 -2.47114 0.145 -0.075 -0.142 0.124
C 1.89526 3.03424 -2.61682 -0.144 0.064 0.097 -0.323
C 1.32822 3.61092 -3.87622 0.043 0.084 -0.110 -0.046
C -0.16287 3.60674 -3.55817 0.038 -0.057 0.005 -0.046
C -0.23726 2.93874 -2.19474 -0.011 0.068 -0.122 -0.440
O -1.21357 2.78217 -1.53148 -0.092 -0.207 0.149 0.079
N 1.08324 2.56552 -1.75143 -0.305 0.006 0.087 0.142
H 1.59132 2.97063 -4.72118 0.035 0.000 0.027 0.123
H 1.74275 4.59842 -4.07869 0.011 -0.023 0.029 0.138
H -0.77685 3.05230 -4.26536 0.021 -0.019 -0.009 0.133
H -0.57937 4.60881 -3.48249 -0.034 0.028 0.019 0.137
```
Positions in Å, forces in eV/Å.

Entry 2:
Formula: C25H30N4O5S
Source: the OMol25 dataset
Level of theory: ωB97M-V with the def2-TZVPD basis set

- strongest force on any atom (eV/A) = 0.91
- SMILES = COCCNC(=O)c1ccc2c(=O)n(Cc3ccco3)c(SCC(=O)NC3CCCCC3)nc2c1
- energy relative to the best compared isomer or geometry (same formula, charge and spin) (kJ/mol) = 0.0
- HOMO-LUMO gap (eV) = 8.8
- HOMO level (hartree) = -0.31927
- E_tot (eV) = -53446.6768

Geometry as XYZ:
```
65
Properties=species:S:1:pos:R:3:forces:R:3:nbo_charge:R:1
C 5.54053 1.32462 -1.53485 -0.048 -0.037 -0.084 -0.268
H 4.63132 1.75671 -1.09873 -0.011 0.019 -0.002 0.160
O 6.63241 1.44038 -0.64741 0.143 0.061 -0.018 -0.529
C 6.41143 0.92253 0.63443 0.104 -0.181 0.086 -0.065
C 6.25129 -0.61354 0.69201 0.176 0.303 -0.091 -0.272
N 4.87418 -1.04027 0.77473 -0.024 0.055 0.258 -0.610
C 4.21305 -1.62777 -0.25109 -0.012 0.060 0.256 0.663
O 4.73007 -1.87335 -1.32152 -0.011 -0.095 -0.290 -0.614
C 2.78103 -1.94587 0.04617 -0.329 -0.118 -0.220 -0.095
C 1.83999 -1.71411 -0.93744 0.145 -0.043 0.209 -0.191
C 0.49750 -2.02058 -0.70015 0.029 -0.285 0.742 0.260
C 0.11692 -2.57967 0.53306 0.451 0.158 -0.244 -0.221
C 1.08305 -2.82203 1.51204 -0.132 0.006 0.007 -0.134
C 2.39982 -2.50518 1.27392 -0.038 0.019 0.035 -0.232
H 3.14747 -2.71695 2.02428 0.058 -0.025 0.062 0.219
H 0.76690 -3.26223 2.44568 0.002 -0.044 0.082 0.237
C -1.28512 -2.88875 0.78062 -0.051 0.018 -0.110 0.674
O -1.73528 -3.34434 1.81077 -0.049 -0.047 0.216 -0.607
N -2.13833 -2.60378 -0.29686 0.192 -0.245 0.118 -0.441
C -1.65619 -2.04309 -1.44093 0.503 0.255 -0.520 0.335
N -0.42718 -1.76443 -1.66975 -0.237 -0.010 -0.425 -0.542
S -2.80418 -1.62668 -2.70904 -0.383 -0.085 -0.344 0.255
C -1.76481 -0.45844 -3.62345 0.182 -0.326 0.121 -0.610
H -0.94776 -0.99621 -4.10130 -0.030 0.191 0.049 0.265
H -2.41275 -0.01745 -4.38226 -0.036 -0.032 0.014 0.250
C -1.17997 0.63350 -2.72380 -0.363 -0.164 -0.240 0.693
O -0.09097 1.10753 -2.94820 0.442 0.163 -0.128 -0.618
N -1.99697 1.03816 -1.73316 -0.319 0.223 0.247 -0.634
H -2.88185 0.56650 -1.60465 0.113 -0.044 -0.047 0.403
C -1.56739 1.91679 -0.66434 -0.043 -0.047 0.100 -0.059
C -1.19087 1.10051 0.57690 0.290 0.219 -0.125 -0.408
C -0.76249 2.02076 1.71474 -0.259 -0.175 0.103 -0.398
C -1.87243 3.01390 2.04370 0.300 0.186 -0.062 -0.396
C -2.23148 3.83438 0.80886 -0.276 -0.184 0.113 -0.395
C -2.67010 2.91847 -0.32991 0.327 0.187 -0.090 -0.405
H -2.91054 3.50688 -1.21727 -0.053 -0.048 -0.053 0.214
H -3.56711 2.37120 -0.02788 -0.045 -0.019 -0.024 0.195
H -3.03423 4.53494 1.04608 0.041 0.089 -0.027 0.208
H -1.36199 4.41429 0.49279 0.035 0.097 -0.013 0.198
H -1.55138 3.67612 2.84968 -0.065 -0.008 0.075 0.208
H -2.75468 2.46882 2.38663 -0.075 -0.025 0.067 0.192
H -0.51981 1.42347 2.59581 0.101 0.021 0.015 0.209
H 0.13657 2.56518 1.41813 0.103 0.029 0.033 0.196
H -0.37978 0.41379 0.32313 -0.036 -0.053 -0.038 0.215
H -2.05301 0.50657 0.89460 -0.081 -0.070 -0.030 0.200
H -0.68025 2.43929 -1.03698 -0.098 0.000 0.068 0.227
C -3.56713 -2.81179 -0.08469 -0.281 0.193 0.066 -0.278
C -4.20318 -1.57600 0.45995 0.176 -0.262 0.857 0.255
C -4.23800 -1.07548 1.72870 -0.005 -0.359 -0.533 -0.291
C -4.94340 0.15053 1.65014 -0.174 0.179 -0.493 -0.313
C -5.27786 0.30538 0.34090 -0.129 0.386 0.766 0.080
O -4.82775 -0.72926 -0.38989 -0.066 -0.166 -0.377 -0.406
H -5.82520 1.06815 -0.17711 -0.057 0.049 -0.159 0.210
H -5.16992 0.81627 2.45738 -0.092 0.194 0.121 0.234
H -3.81398 -1.53112 2.59961 0.121 -0.177 0.155 0.247
H -3.65656 -3.61993 0.64608 -0.045 0.135 -0.234 0.270
H -4.03272 -3.09444 -1.03048 0.014 -0.106 0.154 0.236
H 2.12389 -1.29075 -1.88749 0.030 0.037 -0.125 0.251
H 4.36285 -0.78888 1.60610 -0.075 -0.068 -0.144 0.396
H 6.79028 -1.00235 1.56056 0.008 0.015 -0.085 0.199
H 6.67246 -1.05327 -0.21474 0.042 0.028 0.145 0.248
H 7.29521 1.21734 1.20510 -0.106 -0.047 0.043 0.192
H 5.52378 1.39294 1.09084 0.093 -0.025 0.002 0.155
H 5.34684 0.28525 -1.81422 0.001 0.047 0.012 0.195
H 5.81577 1.88684 -2.42453 -0.090 0.000 -0.022 0.194
```
Positions in Å, forces in eV/Å.

Entry 3:
Formula: C7H9N3O3
Source: the OMol25 dataset
Level of theory: ωB97M-V with the def2-TZVPD basis set

- strongest force on any atom (eV/A) = 2.39
- SMILES = CCOC(=O)c1cnc(N)nc1O
- energy relative to the best compared isomer or geometry (same formula, charge and spin) (kJ/mol) = 0.0
- HOMO-LUMO gap (eV) = 9.7
- HOMO level (hartree) = -0.33408
- E_tot (eV) = -18018.8375

Geometry as XYZ:
```
22
Properties=species:S:1:pos:R:3:forces:R:3:nbo_charge:R:1
C -1.57849 2.22085 -2.58306 0.915 0.868 -2.025 -0.648
C -0.43415 2.56892 -1.62547 -0.378 -0.302 -0.497 -0.077
C 0.16614 0.44029 -0.82688 -0.391 0.720 -0.127 0.802
C 0.20449 -0.43576 0.32528 0.541 -0.558 0.787 -0.416
C -0.11887 -0.10726 1.64306 -1.007 0.445 0.057 0.176
C 0.66113 -2.11723 2.46427 -1.290 1.097 -1.014 0.586
C 0.81940 -1.69520 0.24947 1.051 -0.772 0.016 0.615
H -1.67621 3.14875 -3.28408 0.340 -1.766 0.832 0.216
H -2.57687 2.15256 -2.15262 0.285 -0.294 0.478 0.220
H -1.29881 1.29195 -3.16424 -0.644 1.194 0.473 0.236
H -0.70968 3.43552 -1.09811 -0.136 1.459 0.435 0.190
H 0.54837 2.73107 -2.11065 -0.656 -0.304 0.037 0.197
H -0.60953 0.87504 1.83803 0.493 -0.856 0.046 0.210
H 0.64044 -2.60090 4.44081 -0.050 0.057 -0.348 0.408
H 1.28020 -3.82007 3.40267 0.073 0.036 -0.275 0.410
H 1.19406 -1.41941 -1.58116 0.051 -0.245 0.380 0.514
N 0.03397 -0.93563 2.65208 0.104 0.873 1.304 -0.541
N 0.84884 -2.92152 3.50650 0.033 -0.198 1.288 -0.766
N 1.00972 -2.53507 1.27600 0.549 -0.076 -1.585 -0.545
O -0.30308 1.66018 -0.53525 0.163 -0.870 0.281 -0.498
O 0.50922 0.15137 -1.96459 0.205 -0.373 0.245 -0.650
O 1.38972 -2.08844 -0.87205 -0.249 -0.136 -0.790 -0.638
```
Positions in Å, forces in eV/Å.

- E_tot of number 3 (C7H9N3O3)?
  -18018.8375 eV

- Number 2 is which compound?
  C25H30N4O5S

Please write out number 3 again, unchanged.
Formula: C7H9N3O3
Source: the OMol25 dataset
Level of theory: ωB97M-V with the def2-TZVPD basis set

- strongest force on any atom (eV/A) = 2.39
- SMILES = CCOC(=O)c1cnc(N)nc1O
- energy relative to the best compared isomer or geometry (same formula, charge and spin) (kJ/mol) = 0.0
- HOMO-LUMO gap (eV) = 9.7
- HOMO level (hartree) = -0.33408
- E_tot (eV) = -18018.8375

Geometry as XYZ:
```
22
Properties=species:S:1:pos:R:3:forces:R:3:nbo_charge:R:1
C -1.57849 2.22085 -2.58306 0.915 0.868 -2.025 -0.648
C -0.43415 2.56892 -1.62547 -0.378 -0.302 -0.497 -0.077
C 0.16614 0.44029 -0.82688 -0.391 0.720 -0.127 0.802
C 0.20449 -0.43576 0.32528 0.541 -0.558 0.787 -0.416
C -0.11887 -0.10726 1.64306 -1.007 0.445 0.057 0.176
C 0.66113 -2.11723 2.46427 -1.290 1.097 -1.014 0.586
C 0.81940 -1.69520 0.24947 1.051 -0.772 0.016 0.615
H -1.67621 3.14875 -3.28408 0.340 -1.766 0.832 0.216
H -2.57687 2.15256 -2.15262 0.285 -0.294 0.478 0.220
H -1.29881 1.29195 -3.16424 -0.644 1.194 0.473 0.236
H -0.70968 3.43552 -1.09811 -0.136 1.459 0.435 0.190
H 0.54837 2.73107 -2.11065 -0.656 -0.304 0.037 0.197
H -0.60953 0.87504 1.83803 0.493 -0.856 0.046 0.210
H 0.64044 -2.60090 4.44081 -0.050 0.057 -0.348 0.408
H 1.28020 -3.82007 3.40267 0.073 0.036 -0.275 0.410
H 1.19406 -1.41941 -1.58116 0.051 -0.245 0.380 0.514
N 0.03397 -0.93563 2.65208 0.104 0.873 1.304 -0.541
N 0.84884 -2.92152 3.50650 0.033 -0.198 1.288 -0.766
N 1.00972 -2.53507 1.27600 0.549 -0.076 -1.585 -0.545
O -0.30308 1.66018 -0.53525 0.163 -0.870 0.281 -0.498
O 0.50922 0.15137 -1.96459 0.205 -0.373 0.245 -0.650
O 1.38972 -2.08844 -0.87205 -0.249 -0.136 -0.790 -0.638
```
Positions in Å, forces in eV/Å.